2 unconnected molecules or ions with the total composition C19H23F5N2O4P in a non-equilibrium geometry. Source: OMol25; level of theory: ωB97M-V/def2-TZVPD.

The geometry in XYZ format:
```
54
Properties=species:S:1:pos:R:3:forces:R:3
C 4.0142 -3.4233 -0.1535 -0.22 -0.20 0.40
C 2.8131 -3.3922 -0.1340 -0.07 0.02 -0.52
C 1.3548 -3.3157 -0.2762 0.89 0.09 -0.01
C 0.8034 -1.8594 -0.4333 -1.12 -0.74 0.34
C 0.6447 -1.4948 -1.9129 0.16 0.40 0.12
C 1.8637 -0.7455 -2.4961 -0.02 0.20 -0.79
C 1.5063 0.6535 -3.0614 0.07 -0.30 0.80
C 1.4328 1.7272 -1.9765 -0.56 -0.51 -1.29
F 0.3258 1.4686 -1.2301 0.02 0.20 0.53
F 2.5148 1.7660 -1.2039 0.26 0.19 0.31
C 1.1716 3.1387 -2.5657 -0.22 -0.85 0.73
F 2.1581 3.5583 -3.3474 0.34 0.20 -0.19
F 0.0480 3.0963 -3.2911 -0.18 0.21 -0.30
F 0.9877 4.0080 -1.5768 0.10 0.46 0.04
C -0.5550 -1.9001 0.3541 0.79 0.62 -1.13
O -0.2028 -1.8758 1.6861 0.03 -0.61 -0.04
P 1.2098 -0.8335 1.9269 0.38 1.47 1.96
N 0.0717 0.5962 1.9153 0.49 0.19 -0.17
C 2.6568 0.4403 2.1216 0.82 -0.80 -0.66
C 3.8972 0.0710 1.4178 -0.40 0.63 0.03
C 4.8862 -0.0931 0.7483 0.06 0.29 0.27
O 1.5103 -0.8544 0.2197 -0.21 -0.32 -0.29
H 5.0524 -3.4832 0.0505 0.14 0.12 -0.15
H 1.0812 -3.8888 -1.1669 -0.07 0.02 0.03
H 0.8867 -3.8178 0.5710 0.06 0.20 0.16
H -0.2492 -0.8676 -2.0058 0.08 0.05 0.03
H 0.4506 -2.3738 -2.5326 -0.03 -0.09 0.21
H 2.7017 -0.6775 -1.8020 -0.18 -0.03 0.17
H 2.2242 -1.3055 -3.3651 0.08 -0.03 0.11
H 0.4898 0.5854 -3.4508 0.14 0.19 -0.39
H 2.2059 0.9609 -3.8397 -0.04 0.05 0.02
H -1.0586 -0.9788 0.0031 -0.39 -0.09 0.36
H -1.1512 -2.7745 0.0697 -0.08 -0.03 0.22
H 1.0677 -0.7778 3.3681 -0.62 -0.34 -0.16
H 2.0790 -1.9593 2.1249 -0.02 -0.09 -0.38
H -0.2027 0.8862 0.9833 -0.24 -0.07 0.08
H -0.7238 0.3240 2.4775 -0.18 -0.01 -0.31
H 2.8932 0.6152 3.1737 -0.21 -0.23 0.07
H 2.3147 1.3944 1.7250 0.01 -0.02 -0.14
H 5.8004 0.0270 0.2256 0.09 -0.36 -0.13
C -4.8622 2.6049 -0.0241 0.00 0.00 0.00
C -5.5999 1.4298 0.0427 0.09 0.10 0.03
C -5.2309 0.4283 0.9266 -0.21 -0.10 -0.10
C -4.1274 0.6222 1.7373 -0.08 0.22 -0.23
C -3.3776 1.7830 1.6784 0.22 0.15 0.11
C -3.7507 2.7789 0.7892 -0.15 -0.05 -0.07
N -3.7391 -0.4267 2.6915 0.10 -0.11 -0.08
O -4.3925 -1.4542 2.7024 -0.05 0.06 0.01
O -2.7899 -0.1958 3.4019 -0.04 -0.07 0.25
H -5.1546 3.3874 -0.7133 0.01 -0.01 -0.01
H -6.4642 1.2946 -0.5940 0.01 -0.03 0.01
H -5.8023 -0.4869 0.9782 0.11 -0.05 0.11
H -2.5104 1.9178 2.3106 0.00 -0.15 0.00
H -3.1735 3.6917 0.7322 0.04 -0.03 0.01
```
Forces are in eV/Å.

The net charge is -1. The strongest force on any atom is 2.48 eV/A. Its HOMO-LUMO gap is 6.44 eV. The spin multiplicity is 1.


2 unconnected molecules or ions with the total composition C3H8NO2 in a non-equilibrium geometry. Source: OMol25; level of theory: ωB97M-V/def2-TZVPD.

The geometry in XYZ format:
```
14
Properties=species:S:1:pos:R:3:forces:R:3
O -0.9319 1.0961 0.6097 0.37 0.21 -0.10
C -0.6463 2.2317 0.9078 -1.01 0.38 0.16
O 0.3390 2.5192 1.7139 0.28 -0.31 0.40
H -1.2760 3.0528 0.5332 0.27 0.13 0.17
H 0.2516 3.3758 2.1568 0.06 0.18 -0.38
C 0.5338 -1.4651 -1.1936 -0.55 0.78 -0.33
C 1.4988 -1.7936 -0.3758 0.08 0.26 0.02
N -0.7921 -1.1197 -0.6300 0.01 0.16 0.38
H 0.6154 -1.1784 -2.2298 0.12 -0.46 -0.16
H 2.5018 -1.9268 -0.7434 0.10 -0.17 0.07
H 1.2905 -1.8066 0.6810 0.23 -0.38 0.28
H -0.6864 -0.2509 -0.0054 -0.29 -0.74 -0.28
H -1.4838 -0.8505 -1.3252 0.11 -0.08 -0.29
H -1.2145 -1.8841 -0.0993 0.20 0.03 0.06
```
Forces are in eV/Å.

The net charge is +1. The strongest force on any atom is 1.09 eV/A. Its HOMO-LUMO gap is 12.04 eV. The spin multiplicity is 1.


A molecular structure, C34H24ClIN3O10PTi in a non-equilibrium geometry. Source: OMol25; level of theory: ωB97M-V/def2-TZVPD.

The geometry in XYZ format:
```
75
Properties=species:S:1:pos:R:3:forces:R:3
Ti -0.0283 -1.0567 1.0951 -0.20 -0.65 0.10
O 1.5204 1.8666 3.1690 0.26 -0.05 0.63
N 0.3466 1.8621 2.4685 -0.96 0.73 0.47
C -0.6420 2.3056 3.1669 1.69 -0.54 -0.49
C -1.9058 2.5395 2.5325 -1.20 0.09 0.05
C -2.8915 3.1078 3.3270 -0.93 1.29 1.76
C -4.1817 3.4279 2.8954 0.59 -0.78 -0.40
C -4.4998 3.1990 1.5686 -0.58 0.35 0.03
C -3.5068 2.6473 0.7674 -0.50 0.09 -1.57
C -2.2497 2.2586 1.1999 0.51 -0.01 -0.26
P -1.1407 1.2819 0.0625 -0.54 0.12 -0.59
C 0.1487 2.4244 -0.6060 -0.52 -1.39 1.11
C 0.0846 3.7874 -0.4284 0.09 0.41 -1.13
C 1.0805 4.5365 -1.0161 1.13 -1.09 0.28
C 2.2244 3.8983 -1.5466 -0.71 2.01 -0.68
C 2.3174 2.5469 -1.6654 -1.43 -1.06 0.39
C 1.2351 1.7728 -1.1674 0.77 1.25 0.00
C -2.3247 1.0763 -1.3870 0.42 -0.20 1.31
C -3.1039 -0.0489 -1.3757 -1.11 -2.66 0.12
C -4.1748 -0.2267 -2.2814 0.90 2.19 -0.26
C -4.4494 0.7913 -3.2244 1.15 -0.10 0.62
C -3.6268 1.9168 -3.2663 0.57 0.33 0.26
C -2.6047 2.0501 -2.3102 -1.14 -1.04 -1.07
H 2.1414 1.3157 2.6727 -0.25 0.03 -0.41
H -0.5756 2.5551 4.2279 0.36 -0.03 -0.17
H -2.7391 3.4524 4.3900 0.51 -0.86 -1.13
H -4.8973 3.7571 3.6260 -0.20 0.35 0.03
H -5.5057 3.4682 1.1611 1.08 -0.35 0.30
H -3.6998 2.5488 -0.3128 -0.21 -0.10 0.82
H -0.7869 4.2237 0.0176 -0.26 0.31 0.21
H 1.0557 5.5884 -1.0781 -0.18 1.11 0.24
H 2.9492 4.5745 -2.0200 -0.04 -0.51 0.28
H 3.1197 2.1339 -2.2357 0.49 -0.52 0.08
H 1.2263 0.7085 -1.1028 0.30 -0.55 -0.50
H -2.8665 -0.9185 -0.6936 -0.31 1.27 -0.70
H -4.7639 -1.0990 -2.2664 -0.51 -0.97 0.08
H -5.1832 0.7400 -4.0020 -0.57 -0.49 -0.05
H -3.7444 2.6803 -4.0680 0.02 -0.61 0.81
H -1.9528 2.8402 -2.2877 1.25 2.27 -0.37
O 2.4431 -4.2675 0.6890 0.81 -0.45 1.39
C 1.5230 -3.5172 0.4487 -0.41 -0.29 0.45
O 0.7785 -2.8812 1.2993 0.10 -0.06 -0.04
C 1.2097 -3.3724 -0.9677 0.14 0.97 -2.75
C 1.9854 -4.0924 -1.9133 1.31 -1.42 1.84
C 1.8045 -3.9960 -3.2679 -0.13 0.50 -0.89
C 0.9377 -3.0453 -3.8003 -0.72 0.85 -1.45
C 0.2802 -2.2652 -2.9045 -0.82 1.21 0.41
C 0.3388 -2.3543 -1.4618 1.07 -1.94 -2.15
O -0.3871 -1.5676 -0.8048 -0.71 1.24 1.29
N -0.5708 -1.0888 -3.3807 1.60 0.49 0.60
O -0.1010 0.0378 -3.2297 0.16 -0.92 -0.06
O -1.6515 -1.2840 -3.8472 -1.00 -0.74 -0.55
N 2.5157 -4.7867 -4.2648 0.52 -1.25 0.75
O 3.4547 -5.4934 -3.9020 -0.43 0.63 -0.05
O 2.0915 -4.7817 -5.4058 0.10 0.23 -0.18
H 2.8077 -4.7939 -1.4868 -1.76 1.27 -0.82
H 0.8101 -2.8801 -4.9215 0.25 -0.39 1.81
Cl 6.0551 -3.1526 3.9545 0.18 0.04 0.01
C 4.8706 -2.2035 3.1169 0.57 -0.15 -2.03
C 4.9951 -1.9585 1.7224 0.47 -0.14 0.45
C 4.0440 -1.2394 0.9974 2.04 -1.66 1.12
C 2.8868 -0.9443 1.6463 -2.45 0.29 1.14
O 1.8428 -0.4484 1.0718 0.10 1.11 -1.49
C 2.7005 -1.2898 3.0083 -0.05 0.73 -0.30
C 1.4700 -1.0743 3.6927 -0.98 0.02 -0.21
O 0.3950 -0.7905 3.1483 0.12 -0.31 0.87
C 3.7071 -1.8702 3.7091 0.38 -1.24 2.74
H 5.8382 -2.4383 1.2205 -0.16 0.40 0.02
H 4.1203 -1.2086 -0.0514 0.02 0.40 -1.10
H 1.4948 -1.1953 4.7940 -0.09 0.07 -0.31
H 3.5370 -2.2324 4.7508 0.07 0.57 -0.79
I -2.2743 -3.2649 3.2869 0.42 0.16 -0.12
C -2.0432 -1.6616 1.7361 -0.68 -0.50 0.91
H -2.6675 -2.2010 1.0020 0.11 0.71 0.04
H -2.6466 -0.9302 2.3092 0.06 -0.08 -0.76
```
Forces are in eV/Å.

The net charge is -1. The strongest force on any atom is 3.09 eV/A. Its HOMO-LUMO gap (alpha / beta) is 6.89 / 7.21 eV. The spin multiplicity is 2. The expectation value of S² is 0.753.


12 unconnected molecules or ions with the total composition C28H72O20 in a non-equilibrium geometry. Source: OMol25; level of theory: ωB97M-V/def2-TZVPD.

The geometry in XYZ format:
```
120
Properties=species:S:1:pos:R:3:forces:R:3
C -1.0243 -7.2561 -3.5392 -0.20 -1.28 0.52
O -0.4899 -6.0008 -3.2118 1.92 -0.13 -0.45
C -1.3449 -5.0485 -3.0081 -0.60 1.09 1.07
O -2.5256 -5.2012 -3.0086 -1.54 -0.11 -0.35
O -0.7449 -3.8938 -2.6971 0.77 -0.88 -0.98
C -1.6583 -2.8548 -2.4177 -0.51 -0.36 1.47
H -0.1739 -7.9001 -3.7283 0.16 -0.02 -0.01
H -1.6565 -7.2572 -4.4119 -0.23 0.37 -0.32
H -1.5984 -7.6796 -2.7029 0.12 0.27 -0.17
H -2.4440 -2.7530 -3.1401 -0.04 0.16 -0.68
H -1.0674 -1.9862 -2.2529 0.36 0.82 -0.22
H -2.1328 -3.1064 -1.4704 -0.16 0.13 0.13
C -6.0461 2.4691 -1.5425 0.10 0.73 1.11
O -5.2071 3.5801 -1.1446 1.49 -0.09 -0.17
C -3.8778 3.3251 -1.2909 -0.31 0.71 0.11
O -3.4304 2.2867 -1.7198 0.12 0.58 0.42
O -3.1586 4.4159 -0.8982 -1.66 -1.17 -0.17
C -1.7623 4.1767 -0.7619 0.33 0.17 -0.55
H -6.1000 1.7813 -0.6866 -0.33 0.18 -0.25
H -5.5713 1.9450 -2.3451 -0.15 -0.18 -0.72
H -6.9962 2.9678 -1.7597 0.15 -0.63 -0.11
H -1.3331 3.9774 -1.7555 0.08 -0.16 0.57
H -1.5943 3.3728 -0.0453 0.12 -0.01 -0.25
H -1.3562 5.1118 -0.3796 0.03 -0.06 -0.01
C 0.9759 0.7541 -3.2932 -0.87 0.19 -0.59
O 0.4485 -0.1858 -4.2541 -0.03 -1.14 -0.63
C 1.2839 -1.1961 -4.5358 0.71 0.62 0.81
O 2.3683 -1.2922 -4.0213 0.67 -0.08 0.32
O 0.8232 -2.0516 -5.4166 -1.60 0.61 -0.59
C 1.6035 -3.2044 -5.6603 0.02 -0.81 0.60
H 1.1248 0.2918 -2.3242 0.26 -0.18 0.02
H 0.1113 1.4304 -3.2187 0.79 0.32 0.09
H 1.9027 1.1827 -3.7053 -0.47 0.08 0.43
H 1.4385 -3.9206 -4.8398 -0.04 0.10 -0.31
H 2.6463 -2.9472 -5.6432 0.48 0.07 -0.28
H 1.2854 -3.6384 -6.6109 0.03 0.25 0.20
C 0.5667 1.9678 1.0624 -1.06 0.98 -0.19
O -0.7289 1.3555 0.7707 0.53 -0.33 0.17
C -0.6069 0.1346 0.2706 -1.55 -0.55 0.09
O 0.4303 -0.3779 -0.0408 0.74 -0.22 -0.36
O -1.7725 -0.5404 0.1505 1.34 0.50 0.32
C -2.9330 0.0174 0.7564 -0.77 0.49 -0.33
H 0.9678 2.3851 0.1354 0.10 -0.21 -0.02
H 1.2397 1.2161 1.4767 -0.14 0.43 0.16
H 0.2571 2.8195 1.7051 0.64 -0.78 0.01
H -3.7339 -0.6165 0.3961 -0.18 -0.24 0.21
H -3.1224 1.0016 0.3056 0.09 -0.14 0.55
H -2.9138 0.0123 1.8635 0.18 0.07 -0.65
C -1.3910 0.4957 4.5743 0.22 -0.02 -0.76
C -1.2121 1.9710 4.8209 -1.04 0.39 -0.15
O -1.8748 2.8394 3.8714 0.40 -0.22 -0.19
H -2.4490 0.2279 4.6439 0.14 0.03 0.15
H -0.7959 -0.0559 5.3050 -0.12 -0.13 -0.10
H -1.0611 0.2295 3.5566 0.05 -0.03 0.32
H -0.1701 2.2700 4.8828 0.10 0.05 -0.45
H -1.6148 2.1826 5.7984 -0.25 0.20 0.56
H -2.7108 2.4858 3.5188 0.59 -0.20 0.56
C 2.4124 -4.8074 -1.3469 0.17 0.71 -0.30
C 2.2124 -3.2846 -1.3576 0.03 -0.59 0.46
O 1.3444 -3.0172 -0.2301 0.34 0.24 -0.72
H 2.6596 -5.0963 -0.3203 -0.15 -0.13 -0.20
H 3.1991 -5.1753 -2.0197 -0.07 0.36 0.13
H 1.4835 -5.2418 -1.6807 -0.31 -0.45 0.20
H 1.7602 -2.8994 -2.2773 0.08 -0.29 0.11
H 3.1730 -2.7786 -1.2272 -0.02 0.14 0.10
H 0.9956 -2.1185 -0.3417 0.03 0.02 0.20
C -6.6480 -1.2643 2.7578 -0.86 -0.16 0.32
C -5.5171 -1.8387 3.5528 0.16 -0.77 -1.20
O -4.6652 -0.7536 3.8624 0.40 -0.23 0.79
H -6.2124 -0.8524 1.8458 -0.45 0.17 -0.03
H -7.1120 -0.4818 3.3927 0.14 -0.23 -0.66
H -7.4284 -2.0293 2.5281 0.67 0.57 0.02
H -4.9676 -2.5780 2.9503 0.00 0.12 -0.09
H -5.8831 -2.4167 4.3856 -0.09 0.22 0.89
H -3.9999 -1.1087 4.4653 0.03 0.27 -0.09
C 3.8847 0.1935 -0.3207 0.77 -0.17 0.51
C 5.3777 0.3653 -0.6189 -0.69 -0.11 -0.37
O 6.1048 0.6786 0.5679 0.12 -0.38 -0.33
H 3.5006 1.0852 0.1830 -0.05 0.09 -0.41
H 3.7313 -0.6125 0.3903 -0.06 -0.36 0.04
H 3.3637 -0.0478 -1.2345 -0.43 0.10 -0.25
H 5.4434 1.2085 -1.3140 0.45 -0.06 0.12
H 5.7965 -0.5384 -1.1294 -0.29 0.66 0.37
H 6.3942 -0.1767 0.9015 0.10 0.22 0.28
C 3.4408 3.9853 -2.8429 -0.25 0.99 0.61
C 2.0018 4.2054 -3.2807 0.09 -0.28 0.11
O 1.1420 4.0506 -2.1725 -0.47 -0.13 0.70
H 3.5912 2.9499 -2.5204 0.14 0.19 -0.18
H 3.5215 4.6482 -1.9609 0.39 -0.41 -0.14
H 4.1971 4.3459 -3.5470 -0.16 -0.41 -0.10
H 1.6831 3.4761 -4.0113 -0.08 -0.28 -0.23
H 1.8164 5.1722 -3.7244 0.32 0.54 -0.24
H 1.2792 4.7736 -1.5259 0.02 -0.18 -0.48
C 2.8317 5.1152 1.2469 0.00 -0.83 0.11
C 1.5085 5.7612 1.1144 -0.13 1.01 -0.58
O 1.3749 6.2344 -0.2602 0.26 -0.75 0.75
H 2.9145 4.2996 0.5337 0.21 -0.16 -0.08
H 2.8702 4.7129 2.2464 0.23 -0.39 0.42
H 3.6574 5.7883 1.1402 0.40 0.47 -0.26
H 1.4621 6.5891 1.8221 -0.22 0.25 -0.15
H 0.7233 5.0627 1.3869 -0.35 -0.09 -0.26
H 0.8052 6.9952 -0.2927 -0.40 0.39 0.03
C 3.6045 1.0118 3.5897 -0.15 -0.17 -0.08
C 2.2317 0.4784 3.9889 0.08 0.75 0.31
O 2.1341 -0.4086 5.0913 0.31 0.33 0.05
H 3.5051 1.6106 2.6785 -0.15 0.14 0.15
H 4.2758 0.2194 3.2930 0.29 -0.39 0.12
H 4.0752 1.6213 4.3543 0.02 0.00 0.16
H 1.7945 0.0379 3.1055 -0.44 -0.27 -0.29
H 1.6263 1.3155 4.3247 -0.18 0.20 -0.37
H 2.4180 -1.2656 4.7978 0.26 -0.70 -0.07
C 0.1948 -3.4473 2.7192 0.40 0.26 -0.20
C -1.0552 -3.7435 1.9641 -1.22 -0.22 -1.27
O -0.9473 -4.3831 0.6547 -1.30 -0.83 2.37
H 0.8640 -2.8133 2.1087 -0.01 -0.47 0.55
H 0.6170 -4.4027 3.0037 0.72 -0.07 -0.11
H -0.0774 -2.9539 3.6595 0.05 0.18 -0.17
H -1.6317 -2.8426 1.7856 -0.13 0.52 0.14
H -1.6772 -4.3648 2.6144 -0.10 -0.31 -0.44
H -0.2653 -3.9645 0.1685 1.55 0.89 -0.76
```
Forces are in eV/Å.

The SMILES is COC(=O)OC.COC(=O)OC.COC(=O)OC.COC(=O)OC.CCO.CCO.CCO.CCO.CCO.CCO.CCO.CCO. The strongest force on any atom is 2.83 eV/A. Its HOMO-LUMO gap is 9.92 eV. The spin multiplicity is 1.